Run A
One molecule with the formula CH2N2O2. Source: the OMol25 dataset; level of theory: the ωB97M-V functional and the def2-TZVPD basis.

Atoms and positions in Å:
N 0.942 0.061 0.005
C -0.216 -0.590 -0.012
O -0.433 -1.756 -0.122
N -1.519 0.329 0.361
O -1.561 1.380 -0.218
H 0.999 1.063 0.027
H 1.789 -0.487 -0.041

## Properties
Kohn-Sham gap (alpha / beta): 8.59 / 8.59 eV
Lowest unoccupied orbital energy (alpha / beta): -0.6 / -0.6 eV
SMILES: NC(=O)N=O


Run B
One molecule with the formula CH2N2O2. Source: the OMol25 dataset; level of theory: the ωB97M-V functional and the def2-TZVPD basis.

Atoms and positions in Å:
H 0.089 -2.263 0.545
N -0.168 -1.445 -0.026
N 0.006 -0.371 0.580
C -0.429 0.741 -0.156
O -1.571 1.091 -0.381
O 0.682 1.426 -0.475
H 1.390 0.821 -0.087

## Properties
Kohn-Sham gap: 9.83 eV
Lowest unoccupied orbital energy: -0.5 eV
SMILES: [H]/N=N/C(=O)O


Here are the energies relative to the best structure, in eV: run A 0.642; run B 0.000.


Run A
A 2-piece molecular cluster, C6H8FNO overall. Source: the OMol25 dataset; level of theory: the ωB97M-V functional and the def2-TZVPD basis.

Atoms and positions in Å:
C -1.148 1.232 1.071
C -0.290 -0.085 0.938
C 1.175 0.076 1.382
C -0.951 -1.117 0.729
O -1.674 -2.016 0.696
H -0.659 1.823 1.745
H -2.202 1.060 1.456
H -1.168 1.800 0.220
H 1.497 0.932 0.797
H 1.694 -0.876 1.035
H 1.119 0.042 2.510
N 1.662 -1.042 -1.234
C 0.705 -0.504 -1.780
C -0.244 0.020 -2.568
F -1.304 0.803 -2.225
H 1.821 -2.031 -1.109
H -0.033 -0.117 -3.663

## Properties
Kohn-Sham gap: 9.04 eV
Lowest unoccupied orbital energy: 0.5 eV
SMILES: CC(C)=C=O.N=C=CF


Run B
One molecule with the formula C6H8FNO. Source: the OMol25 dataset; level of theory: the ωB97M-V functional and the def2-TZVPD basis.

Atoms and positions in Å:
C 0.915 0.440 2.573
O 1.242 0.035 1.265
C 0.197 0.401 0.231
F -0.044 1.749 0.376
C 0.843 0.147 -1.130
C -0.138 -0.312 -2.153
C -1.348 -0.754 -1.802
C -1.692 -0.789 -0.395
N -1.002 -0.287 0.544
H 1.691 0.013 3.205
H -0.066 0.059 2.870
H 0.926 1.531 2.662
H 1.621 -0.610 -1.001
H 1.334 1.068 -1.449
H 0.195 -0.298 -3.181
H -2.069 -1.105 -2.522
H -2.605 -1.288 -0.094

## Properties
Kohn-Sham gap: 9.87 eV
Lowest unoccupied orbital energy: 0.2 eV
SMILES: CO[C@@]1(F)CC=CC=N1


Here are the energies relative to the best structure, in eV: run A 3.293; run B 0.000.


Run A
One molecule with the formula C4H5N3O2. Source: the OMol25 dataset; level of theory: the ωB97M-V functional and the def2-TZVPD basis.

Atoms and positions in Å:
O 2.711 0.545 -0.015
C 2.409 -0.649 -0.012
N 1.139 -1.149 -0.006
C 0.168 -0.240 0.024
N 0.141 1.107 -0.012
C -1.162 1.575 -0.001
C -1.971 0.460 -0.007
N -1.136 -0.602 -0.020
O -1.482 -1.928 -0.008
H 3.185 -1.440 -0.022
H 0.967 1.675 0.109
H -1.350 2.638 -0.050
H -3.038 0.324 -0.028
H -0.580 -2.316 0.049

## Properties
Kohn-Sham gap: 9.15 eV
Lowest unoccupied orbital energy: 0.8 eV
SMILES: O=C/N=c1\[nH]ccn1O


Run B
A 2-piece molecular cluster, C4H5N3O2 overall. Source: the OMol25 dataset; level of theory: the ωB97M-V functional and the def2-TZVPD basis.

Atoms and positions in Å:
C 2.461 0.449 -0.511
C -0.459 0.069 0.484
C 1.717 -0.845 -0.440
C -1.476 -0.839 0.138
N 2.922 1.484 -0.506
N -0.173 1.163 0.652
N 0.277 2.223 0.969
O 1.901 -1.626 0.489
O -2.655 -0.257 -0.512
H 1.247 -1.227 -1.413
H -1.172 -1.567 -0.690
H -1.735 -1.478 1.110
H 0.590 2.739 0.130
H -3.444 -0.286 0.100

## Properties
Kohn-Sham gap (alpha / beta): 8.44 / 8.44 eV
Lowest unoccupied orbital energy (alpha / beta): -0.6 / -0.6 eV


Here are the energies relative to the best structure, in eV: run A 0.000; run B 3.950.


Run A
C11H11NO as an isolated structure. Source: the OMol25 dataset; level of theory: the ωB97M-V functional and the def2-TZVPD basis.

Atoms and positions in Å:
C 3.939 -0.723 0.120
C -3.523 -1.193 -0.423
C -3.240 -0.002 0.104
C -2.471 -2.103 -0.634
C -1.959 0.519 0.160
C -1.168 -1.721 -0.558
C -0.915 -0.411 -0.171
C 3.054 -0.900 1.131
C 0.433 0.077 -0.120
C 1.767 2.191 0.490
C 0.909 1.416 -0.641
N 4.671 -0.326 -0.689
O 1.325 -0.658 0.405
H -4.507 -1.585 -0.190
H -4.060 0.578 0.435
H -2.752 -3.039 -0.887
H -1.553 1.484 0.601
H -0.256 -2.346 -0.742
H 2.731 -1.711 1.744
H 2.574 2.833 0.120
H 2.298 1.368 1.058
H 1.170 2.740 1.037
H 1.454 1.399 -1.619
H 0.078 2.113 -0.731

## Properties
Kohn-Sham gap: 7.16 eV
Lowest unoccupied orbital energy: -0.6 eV


Run B
A 2-piece molecular cluster, C11H11NO overall. Source: the OMol25 dataset; level of theory: the ωB97M-V functional and the def2-TZVPD basis.

Atoms and positions in Å:
C 1.048 1.226 0.234
C -0.304 1.405 -0.033
C -1.320 0.566 -0.040
C -2.667 0.892 -0.101
C -3.616 -0.025 -0.041
C -3.129 -1.395 0.379
C -1.906 -1.696 -0.030
C -0.898 -0.719 -0.135
C 0.545 -1.069 -0.063
C 1.438 -0.201 0.063
C 3.034 -0.534 -0.196
H 2.776 2.026 -0.454
H 1.369 2.972 0.093
H -0.668 2.577 -0.331
H -2.955 2.034 -0.577
H -4.699 0.503 -0.014
H -3.884 -2.112 0.715
H -1.327 -2.707 -0.129
H 0.768 -2.086 -0.319
H 3.145 0.246 0.779
H 3.458 -0.107 -1.020
H 4.379 -1.967 0.925
N 2.007 2.078 0.323
O 3.406 -1.907 -0.025

## Properties
Kohn-Sham gap: 7.46 eV
Lowest unoccupied orbital energy: -0.1 eV


Here are the energies relative to the best structure, in eV: run A 0.000; run B 1.711.


Run A
A 5-piece molecular cluster, C3H16O5 overall. Source: the OMol25 dataset; level of theory: the ωB97M-V functional and the def2-TZVPD basis.

Atoms and positions in Å:
C -6.952 -12.028 -17.396
O -5.730 -12.549 -17.888
H -6.846 -10.948 -17.291
H -7.850 -12.289 -17.956
H -7.198 -12.531 -16.461
H -5.845 -13.409 -18.297
C -11.170 -14.141 -22.848
O -11.122 -14.530 -21.499
H -10.289 -13.522 -23.018
H -11.197 -15.103 -23.361
H -12.060 -13.566 -23.104
H -10.268 -14.278 -21.141
C -11.084 -15.995 -16.785
O -10.586 -14.806 -17.401
H -10.386 -16.832 -16.756
H -11.311 -15.850 -15.729
H -11.952 -16.422 -17.287
H -10.793 -13.996 -16.928
O -12.549 -15.676 -19.468
H -12.204 -15.465 -20.335
H -11.890 -15.340 -18.860
O -8.718 -14.407 -19.868
H -7.976 -14.950 -19.601
H -9.348 -14.493 -19.152

## Properties
Kohn-Sham gap: 10.49 eV
Lowest unoccupied orbital energy: 0.3 eV
SMILES: CO.CO.CO.O.O


Run B
A 6-piece molecular cluster, C3H16O5 overall. Source: the OMol25 dataset; level of theory: the ωB97M-V functional and the def2-TZVPD basis.

Atoms and positions in Å:
C 0.091 -0.801 -1.529
C -1.102 0.262 -1.719
C -0.560 1.514 -1.221
H 0.113 -0.817 -0.438
H 1.039 -0.352 -1.816
H 0.064 -1.829 -1.879
H -1.668 0.221 -2.654
H -1.180 1.949 -0.429
H -0.139 2.320 -1.826
H -1.307 -1.488 1.399
H -2.671 -2.104 0.854
O -1.973 -1.504 0.636
H -1.810 -0.079 -0.957
H 1.273 1.608 -0.485
O 2.194 1.671 -0.194
H 1.596 -1.145 0.860
H -0.204 -1.810 3.032
O 0.044 -1.248 2.279
H -0.589 0.978 0.765
H -0.176 0.323 2.154
O -0.123 1.158 1.579
H 2.051 2.163 0.630
H 2.508 -0.075 0.237
O 2.529 -0.912 0.723

## Properties
Kohn-Sham gap: 3.77 eV
Lowest unoccupied orbital energy: -4.9 eV


Run C
A 5-piece molecular cluster, C3H16O5 overall. Source: the OMol25 dataset; level of theory: the ωB97M-V functional and the def2-TZVPD basis.

Atoms and positions in Å:
C 2.902 2.388 -0.039
C 2.094 1.926 1.231
C 1.231 0.705 0.878
O 2.906 1.589 2.280
H 2.141 2.571 -0.798
H 3.576 1.658 -0.487
H 3.387 3.345 0.156
H 1.412 2.747 1.451
H 0.736 0.210 1.714
H 1.782 -0.041 0.305
H 0.401 0.907 0.200
H 3.640 1.042 1.989
O -2.069 -1.475 -0.214
H -1.368 -1.265 -0.830
H -2.875 -1.267 -0.687
O -4.495 -1.303 -1.911
H -4.768 -1.827 -2.663
H -5.277 -0.807 -1.667
O -0.051 -0.789 -1.860
H -0.167 0.076 -2.253
H 0.737 -1.138 -2.275
O -2.203 -3.112 2.130
H -2.142 -2.403 1.489
H -1.529 -3.736 1.860

## Properties
Kohn-Sham gap: 10.29 eV
Lowest unoccupied orbital energy: 0.3 eV
SMILES: CC(C)O.O.O.O.O


Here are the energies relative to the best structure, in eV: run A 1.382; run B 6.364; run C 0.000.


Run A
A 3-piece molecular cluster, C4H15N2O3 overall. Source: the OMol25 dataset; level of theory: the ωB97M-V functional and the def2-TZVPD basis.

Atoms and positions in Å:
C 1.154 -1.127 -1.394
C 1.841 -1.361 -0.080
C 0.788 -1.277 1.121
O 0.279 0.014 1.266
N 1.002 0.382 -1.489
C -0.094 0.664 -2.469
N -1.414 0.870 -1.782
H 1.802 -1.458 -2.235
H 0.143 -1.501 -1.571
H 2.491 -2.200 0.167
H 2.616 -0.591 0.089
H 0.004 -2.028 0.843
H 1.452 -1.534 1.994
H 0.612 0.649 -0.582
H 0.267 1.646 -2.894
H -0.171 -0.117 -3.243
H -1.202 1.042 -0.778
H -1.856 -0.043 -1.825
H -0.041 1.717 1.869
H -1.358 1.526 2.602
O -0.737 2.219 2.346
H -0.996 -0.297 1.700
H -2.532 -0.608 0.987
O -2.057 -0.519 1.822

## Properties
Kohn-Sham gap: 8.26 eV
Charge: -1
Lowest unoccupied orbital energy: 3.8 eV


Run B
A 3-piece molecular cluster, C4H15N2O3 overall. Source: the OMol25 dataset; level of theory: the ωB97M-V functional and the def2-TZVPD basis.

Atoms and positions in Å:
N 1.304 -0.702 0.483
C 0.426 0.144 -0.391
C -0.010 -0.608 -1.632
C -0.916 0.222 -2.607
O -2.142 0.469 -2.117
C -0.751 0.700 0.407
N -0.396 1.456 1.612
H 1.935 -1.234 -0.100
H 0.727 -1.305 1.061
H 1.050 0.994 -0.698
H 0.879 -0.944 -2.194
H -0.580 -1.511 -1.382
H -0.323 1.150 -2.829
H -0.921 -0.380 -3.551
H -1.359 1.292 -0.280
H -1.440 -0.109 0.651
H 0.314 0.956 2.134
H 0.032 2.333 1.340
H 2.415 0.412 1.554
H 3.233 1.642 1.155
O 3.026 1.100 1.914
H -1.535 -2.619 0.657
H -1.346 -1.568 1.738
O -1.176 -2.493 1.539

## Properties
Kohn-Sham gap: 6.44 eV
Charge: -1
Lowest unoccupied orbital energy: 3.6 eV


Here are the energies relative to the best structure, in eV: run A 0.115; run B 0.000.


Run A
One molecule with the formula C2HNO2. Source: the OMol25 dataset; level of theory: the ωB97M-V functional and the def2-TZVPD basis.

Atoms and positions in Å:
O 0.608 1.770 0.577
C 0.137 0.707 0.324
C 0.062 -0.439 -0.638
N -0.619 -1.160 0.161
O -0.683 -0.179 1.226
H 0.495 -0.700 -1.649

## Properties
Kohn-Sham gap: 10.38 eV
Lowest unoccupied orbital energy: -0.8 eV
SMILES: O=C1C=NO1


Run B
A 2-piece molecular cluster, C2HNO2 overall. Source: the OMol25 dataset; level of theory: the ωB97M-V functional and the def2-TZVPD basis.

Atoms and positions in Å:
C 0.792 0.631 -0.279
C -1.295 -0.189 0.755
N 1.158 -0.409 0.232
O 0.558 1.653 -0.813
O -1.836 -0.448 -0.179
H 0.624 -1.237 0.284

## Properties
Kohn-Sham gap: 12.03 eV
Lowest unoccupied orbital energy: 0.9 eV


Here are the energies relative to the best structure, in eV: run A 2.351; run B 0.000.


Run A
A 3-piece molecular cluster, C4H10O3 overall. Source: the OMol25 dataset; level of theory: the ωB97M-V functional and the def2-TZVPD basis.

Atoms and positions in Å:
C 0.841 -1.018 1.827
C 0.940 -1.033 0.499
C 1.200 0.110 -0.412
C 1.663 -0.119 -1.617
O 0.989 1.303 0.249
H 0.600 -0.063 2.278
H 0.728 -1.886 2.395
H 1.123 -1.972 -0.003
H 2.007 0.575 -2.374
H 1.731 -1.126 -2.005
H 0.380 1.813 -0.301
O -1.422 0.497 -1.517
H -1.755 1.332 -1.873
H -2.121 0.199 -0.921
O -2.639 0.335 1.060
H -2.544 1.031 1.717
H -1.721 0.023 0.997

## Properties
Kohn-Sham gap: 9.37 eV
Lowest unoccupied orbital energy: 0.5 eV
SMILES: C=CC(=C)O.O.O


Run B
A 3-piece molecular cluster, C4H10O3 overall. Source: the OMol25 dataset; level of theory: the ωB97M-V functional and the def2-TZVPD basis.

Atoms and positions in Å:
C 1.427 0.281 1.775
C 1.301 0.708 0.518
C 0.090 1.367 -0.007
C -1.021 1.516 0.765
O -2.222 1.027 0.480
H 2.270 -0.290 2.134
H 0.809 0.642 2.586
H 2.147 0.665 -0.161
H -0.068 1.349 -1.085
H -0.952 2.078 1.695
H -2.051 0.349 -0.202
O -2.097 -1.715 -0.634
H -1.307 -1.627 -1.188
H -1.885 -2.499 -0.106
O 0.888 -1.537 -2.250
H 1.121 -1.069 -1.438
H 1.551 -1.245 -2.883

## Properties
Kohn-Sham gap: 8.33 eV
Lowest unoccupied orbital energy: 0.6 eV
SMILES: C=C/C=C/O.O.O


Here are the energies relative to the best structure, in eV: run A 0.000; run B 0.803.